## w
A cluster of 2 separate species, C10H16 in total, computed with ωB97M-V/def2-TZVPD.

Output
Kohn-Sham gap ... 9.88 eV
SMILES ... Cc1ccccc1.CCC
HOMO ... -8.942 eV

Each atom is followed by the atoms it is bonded to, with distances in Å.
CARTESIAN COORDINATES (ANGSTROEM)
1 C -2.095 -1.164 1.850  C2 1.435, H8 1.149, H9 1.023, H10 1.079
2 C -1.491 -1.636 0.637  C1 1.435, C3 1.397, C7 1.416
3 C -1.377 -0.713 -0.406  C2 1.397, C4 1.451, H11 1.138
4 C -0.622 -0.998 -1.611  C3 1.451, C5 1.353, H12 1.061
5 C -0.101 -2.234 -1.785  C4 1.353, C6 1.404, H13 1.100
6 C -0.286 -3.182 -0.766  C5 1.404, C7 1.327, H14 1.103
7 C -0.789 -2.845 0.415  C2 1.416, C6 1.327, H15 1.072
8 H -2.864 -0.312 1.898  C1 1.149
9 H -1.430 -0.659 2.441  C1 1.023
10 H -2.394 -1.970 2.502  C1 1.079
11 H -1.879 0.304 -0.320  C3 1.138
12 H -0.773 -0.282 -2.379  C4 1.061
13 H 0.605 -2.485 -2.591  C5 1.100
14 H 0.222 -4.147 -0.930  C6 1.103
15 H -0.882 -3.522 1.241  C7 1.072
16 C 1.133 2.594 1.194  C17 1.522, H19 1.119, H20 1.114, H21 1.094
17 C 1.772 1.800 0.064  C16 1.522, C18 1.542, H22 1.067, H23 1.011
18 C 1.597 2.528 -1.283  C17 1.542, H24 1.097, H25 1.092, H26 1.120
19 H 1.410 1.907 2.033  C16 1.119
20 H 0.023 2.652 1.114  C16 1.114
21 H 1.512 3.604 1.381  C16 1.094
22 H 2.684 1.391 0.439  C17 1.067
23 H 1.259 0.935 -0.044  C17 1.011
24 H 0.566 2.728 -1.601  C18 1.097
25 H 2.027 3.530 -1.316  C18 1.092
26 H 2.174 2.176 -2.177  C18 1.120



## x
A cluster of 2 separate species, C10H16 in total, computed with ωB97M-V/def2-TZVPD.

Output
Kohn-Sham gap ... 9.72 eV
SMILES ... Cc1ccccc1.CCC
HOMO ... -8.705 eV

Each atom is followed by the atoms it is bonded to, with distances in Å.
CARTESIAN COORDINATES (ANGSTROEM)
1 C -1.779 -2.313 -0.253  C2 1.521, H8 1.057, H9 1.052, H10 1.040
2 C -0.298 -1.988 -0.133  C1 1.521, C3 1.434, C7 1.427
3 C 0.295 -0.907 -0.867  C2 1.434, C4 1.347, H11 1.168
4 C 1.623 -0.687 -0.876  C3 1.347, C5 1.407, H12 1.068
5 C 2.490 -1.460 -0.082  C4 1.407, C6 1.494, H13 1.110
6 C 1.968 -2.664 0.631  C5 1.494, C7 1.429, H14 1.086
7 C 0.545 -2.787 0.696  C2 1.427, C6 1.429, H15 1.069
8 H -2.025 -1.779 -1.131  C1 1.057
9 H -2.278 -1.877 0.565  C1 1.052
10 H -2.089 -3.306 -0.275  C1 1.040
11 H -0.455 -0.158 -1.358  C3 1.168
12 H 1.904 0.155 -1.471  C4 1.068
13 H 3.546 -1.139 0.035  C5 1.110
14 H 2.598 -3.265 1.280  C6 1.086
15 H 0.089 -3.575 1.257  C7 1.069
16 C -1.734 2.830 -0.284  C17 1.486, H19 1.081, H20 1.156, H21 1.226
17 C -0.251 2.737 -0.245  C16 1.486, C18 1.542, H22 1.157, H23 1.075
18 C 0.236 1.977 1.005  C17 1.542, H24 1.155, H25 1.031, H26 1.097
19 H -1.885 3.560 -1.066  C16 1.081
20 H -2.215 1.848 -0.658  C16 1.156
21 H -2.030 3.395 0.764  C16 1.226
22 H 0.168 3.815 -0.275  C17 1.157
23 H 0.127 2.338 -1.169  C17 1.075
24 H 0.621 0.907 0.810  C18 1.155
25 H -0.401 1.999 1.815  C18 1.031
26 H 1.230 2.346 1.287  C18 1.097



In order of decreasing stability: w, x.



## w
A cluster of 2 separate species, C10H16 in total, computed with ωB97M-V/def2-TZVPD.

Output
Kohn-Sham gap ... 9.73 eV
SMILES ... CCc1ccccc1.CC
HOMO ... -8.779 eV

Each atom is followed by the atoms it is bonded to, with distances in Å.
CARTESIAN COORDINATES (ANGSTROEM)
1 C -0.909 -2.291 -0.670  C2 1.516, H9 1.108, H10 1.072, H11 1.062
2 C -0.815 -1.033 -1.511  C1 1.516, C3 1.531, H12 1.114, H13 1.159
3 C -0.940 0.336 -0.838  C2 1.531, C4 1.410, C8 1.448
4 C -0.014 1.396 -0.761  C3 1.410, C5 1.430, H14 1.105
5 C -0.149 2.494 0.145  C4 1.430, C6 1.463, H15 1.084
6 C -1.388 2.803 0.860  C5 1.463, C7 1.349, H16 1.046
7 C -2.344 1.889 0.595  C6 1.349, C8 1.394, H17 1.147
8 C -2.181 0.787 -0.243  C3 1.448, C7 1.394, H18 1.017
9 H -1.627 -2.980 -1.156  C1 1.108
10 H -1.327 -1.974 0.265  C1 1.072
11 H -0.082 -2.938 -0.514  C1 1.062
12 H 0.064 -1.034 -2.195  C2 1.114
13 H -1.661 -0.918 -2.294  C2 1.159
14 H 0.993 1.110 -1.117  C4 1.105
15 H 0.744 3.062 0.380  C5 1.084
16 H -1.392 3.611 1.524  C6 1.046
17 H -3.340 1.992 1.154  C7 1.147
18 H -2.968 0.144 -0.290  C8 1.017
19 C 2.286 -1.149 0.195  C20 1.556, H21 1.088, H22 1.096, H23 1.033
20 C 2.581 -0.361 1.504  C19 1.556, H24 1.136, H25 1.089, H26 1.042
21 H 2.161 -2.220 0.341  C19 1.088
22 H 1.305 -0.830 -0.175  C19 1.096
23 H 2.944 -1.053 -0.596  C19 1.033
24 H 3.166 -1.103 2.135  C20 1.136
25 H 1.709 -0.146 2.120  C20 1.089
26 H 3.185 0.407 1.142  C20 1.042



## x
A cluster of 2 separate species, C10H16 in total, computed with ωB97M-V/def2-TZVPD.

Output
Kohn-Sham gap ... 9.70 eV
SMILES ... CCc1ccccc1.CC
HOMO ... -8.820 eV

Each atom is followed by the atoms it is bonded to, with distances in Å.
CARTESIAN COORDINATES (ANGSTROEM)
1 C 1.942 2.756 2.146  C2 1.519, H9 1.066, H10 1.132, H11 1.045
2 C 1.841 1.352 1.574  C1 1.519, C3 1.463, H12 1.262, H13 1.125
3 C 0.487 0.923 1.224  C2 1.463, C4 1.388, C8 1.393
4 C -0.198 1.697 0.298  C3 1.388, C5 1.393, H14 1.096
5 C -1.545 1.427 0.066  C4 1.393, C6 1.388, H15 1.053
6 C -2.134 0.394 0.784  C5 1.388, C7 1.401, H16 1.110
7 C -1.465 -0.480 1.651  C6 1.401, C8 1.353, H17 1.086
8 C -0.184 -0.109 1.876  C3 1.393, C7 1.353, H18 1.066
9 H 1.118 3.338 1.805  C1 1.066
10 H 2.841 3.094 1.547  C1 1.132
11 H 2.183 2.812 3.161  C1 1.045
12 H 2.440 1.356 0.463  C2 1.262
13 H 2.425 0.613 2.192  C2 1.125
14 H 0.339 2.521 -0.185  C4 1.096
15 H -2.033 1.969 -0.694  C5 1.053
16 H -3.103 -0.023 0.437  C6 1.110
17 H -1.806 -1.417 2.082  C7 1.086
18 H 0.514 -0.808 2.276  C8 1.066
19 C 0.133 -2.499 -3.280  C20 1.513, H21 1.128, H22 1.028, H23 1.200
20 C -1.080 -2.755 -2.413  C19 1.513, H24 1.182, H25 1.121, H26 1.068
21 H -0.031 -2.501 -4.397  C19 1.128
22 H 0.378 -1.520 -3.082  C19 1.028
23 H 0.989 -3.277 -2.959  C19 1.200
24 H -0.796 -2.648 -1.270  C20 1.182
25 H -1.246 -3.856 -2.545  C20 1.121
26 H -2.011 -2.361 -2.755  C20 1.068



In order of decreasing stability: w, x.